Entry 1:
The following is a DFT calculation (ωB97M-V/def2-TZVPD) of an isolated molecule of C5H13NO.

Output
**HOMO energy**: -8.17 eV
**Relative energy (zero: lowest compared OMol25 entry of this formula, charge and spin)**: 264.26 kJ/mol
**Total energy**: -8931.272 eV
**SMILES**: C[C@@H](O)C(C)(C)N

ORCA input file:
```
! RIJCOSX wB97M-V def2-TZVPD def2/J DEFGRID3
* xyz 0 1
O -0.54041 0.00609 2.03209
N 1.61970 1.04274 0.07757
C 0.15609 -0.12281 -1.70639
C 0.97783 -1.51417 0.23883
C 0.40266 -0.19606 -0.21498
C -0.63470 0.41300 0.66743
C -2.08600 0.33837 0.23769
H 1.06816 -0.36943 -2.24580
H 2.24122 0.86402 0.86274
H 0.24091 -2.30245 0.07088
H -2.43720 -0.69517 0.26337
H 1.21959 -1.50270 1.29873
H 1.69291 1.87866 -0.49785
H -0.16904 0.87059 -2.00956
H 1.89721 -1.72935 -0.30248
H -0.08472 0.70286 2.51614
H 0.00115 1.47814 0.54233
H -2.69764 0.92608 0.92202
H -2.24507 0.74371 -0.75933
H -0.62264 -0.83211 -1.99343
*
```



Entry 2:
The following is a DFT calculation (ωB97M-V/def2-TZVPD) of a cluster of 2 separate species, C5H13NO in total.

Output
**HOMO energy**: -9.80 eV
**Relative energy (zero: lowest compared OMol25 entry of this formula, charge and spin)**: 76.94 kJ/mol
**Total energy**: -8933.213 eV
**SMILES**: CC(N)=O.CCC

ORCA input file:
```
! RIJCOSX wB97M-V def2-TZVPD def2/J DEFGRID3
* xyz 0 1
O 2.84748 -0.90570 2.19077
N 1.78001 0.49828 0.85194
C 0.47363 -0.56737 2.59629
C 1.79454 -0.36572 1.90974
C -1.16529 -0.40138 -0.29287
C -1.05278 -0.22818 -1.82333
C -0.75386 1.15862 -2.50093
H -1.93643 -0.63701 -2.29926
H -1.56092 1.84435 -2.29277
H 0.06383 0.24096 3.19840
H 0.54571 -1.39352 3.32051
H -0.30182 -0.84886 1.85713
H -1.14889 0.48712 0.36063
H -0.68157 0.79895 -3.53441
H 0.29008 1.43296 -2.31187
H 2.62192 0.59247 0.31722
H -0.48679 -1.18258 0.01964
H -0.22996 -0.88970 -2.12361
H 1.06018 1.15723 0.63589
H -2.15906 -0.79093 -0.07911
*
```



Entry 3:
The following is a DFT calculation (ωB97M-V/def2-TZVPD) of a cluster of 2 separate species, C5H13NO in total.

Output
**HOMO energy**: -8.62 eV
**Relative energy (zero: lowest compared OMol25 entry of this formula, charge and spin)**: 138.38 kJ/mol
**Total energy**: -8932.577 eV
**SMILES**: C=C(N)CCC.O

ORCA input file:
```
! RIJCOSX wB97M-V def2-TZVPD def2/J DEFGRID3
* xyz 0 1
O 0.36210 0.19047 -2.78337
N -1.47829 1.44754 0.82527
C -0.64699 -1.96529 0.07653
C 0.45249 0.00662 1.37690
C -0.16426 1.05994 0.51972
C 0.63558 -1.37919 0.68547
C 0.57638 1.77715 -0.34319
H 1.08708 -1.99170 1.46106
H -0.11286 -0.22477 2.28168
H -0.98698 -2.89440 0.53769
H 1.39740 -1.24486 -0.07979
H -1.39677 -1.17795 0.03639
H 1.64586 1.62329 -0.30150
H 1.43827 0.23214 1.78260
H -1.80702 2.20363 0.24321
H 1.09439 0.51635 -3.31935
H -0.42927 -2.32533 -0.93037
H -2.16794 0.71117 0.86930
H 0.47484 0.87687 -2.08295
H 0.02600 2.55831 -0.85531
*
```



Entry 4:
The following is a DFT calculation (ωB97M-V/def2-TZVPD) of a cluster of 2 separate species, C5H13NO in total.

Output
**HOMO energy**: -7.98 eV
**Relative energy (zero: lowest compared OMol25 entry of this formula, charge and spin)**: 221.08 kJ/mol
**Total energy**: -8931.720 eV
**SMILES**: C=C(N)CCC.O

ORCA input file:
```
! RIJCOSX wB97M-V def2-TZVPD def2/J DEFGRID3
* xyz 0 1
O -0.38965 3.18008 -2.57140
N -0.03791 -0.66055 2.48320
C 0.50925 -0.93417 0.19012
C 1.20634 1.17056 1.27794
C -0.94556 -1.31704 -0.27704
C 0.62948 -0.04588 1.41245
C -0.80936 -1.86044 -1.71641
H -1.38525 -1.91467 0.51520
H -0.01130 -1.66195 2.40716
H -1.65381 -2.50649 -1.98497
H 1.20171 1.72157 0.34204
H -1.42157 -0.33552 -0.31192
H 0.16174 3.87880 -2.25157
H 0.14577 -2.38957 -1.77710
H -0.14455 2.41772 -2.00391
H 1.96676 1.48472 1.98658
H 1.08918 -1.87094 0.20963
H -0.68710 -1.17604 -2.57099
H 0.09202 -0.21898 3.38061
H 0.90795 -0.28837 -0.60202
*
```



Entry 5:
The following is a DFT calculation (ωB97M-V/def2-TZVPD) of the ion C5H13NO with charge +1.

Output
**HOMO energy (alpha / beta)**: -15.47 / -15.45 eV
**Relative energy (zero: lowest compared OMol25 entry of this formula, charge and spin)**: 116.99 kJ/mol
**Total energy**: -8924.538 eV

ORCA input file:
```
! RIJCOSX wB97M-V def2-TZVPD def2/J DEFGRID3
* xyz 1 2
O -0.82617 -0.44126 2.60651
N 0.40321 -1.77306 0.75062
C 0.84478 1.62026 -0.83428
C -0.75377 0.21227 1.33403
C -0.45935 -0.31860 -1.70332
C 0.49148 -0.34871 0.65889
C 0.69979 0.11127 -0.81267
H 0.49445 -2.28523 -0.12756
H 1.61481 -0.28972 -1.25522
H -0.69992 1.28476 1.49655
H -0.31419 -2.08684 1.40723
H -1.72741 -0.36731 2.94796
H -1.43088 0.10775 -1.45686
H -0.12566 2.10931 -0.87030
H -0.22972 -0.08123 -2.74701
H -0.61519 -1.41025 -1.72208
H -1.65166 -0.01391 0.75925
H 1.38723 1.97383 0.04987
H 1.40981 0.02489 1.15112
H 1.48836 1.97180 -1.63272
*
```



Entry 6:
The following is a DFT calculation (ωB97M-V/def2-TZVPD) of the ion C5H13NO with charge +1.

Output
**HOMO energy (alpha / beta)**: -14.02 / -13.94 eV
**Relative energy (zero: lowest compared OMol25 entry of this formula, charge and spin)**: 158.54 kJ/mol
**Total energy**: -8924.108 eV

ORCA input file:
```
! RIJCOSX wB97M-V def2-TZVPD def2/J DEFGRID3
* xyz 1 2
O -2.07050 -1.86209 -1.21060
N 0.45387 -0.10862 1.24810
C 1.36607 -1.23344 1.37650
C -1.06076 0.34973 -0.59169
C -1.04525 -0.96960 -1.48047
C 0.36534 0.58796 -0.01041
C 0.66209 2.06381 0.25351
H -1.34761 1.12901 -1.28745
H 2.40996 -0.99608 1.15156
H -0.10000 -1.49017 -1.36474
H 1.09558 0.19579 -0.72302
H -0.09232 2.46846 0.93636
H 0.61153 0.57344 2.00270
H -2.94329 -1.47572 -1.10774
H 1.66276 2.16883 0.68121
H 1.09120 -2.05530 0.70813
H -1.15739 -0.63590 -2.52718
H 1.22078 -1.64048 2.37423
H 0.69950 2.74005 -0.59891
H -1.82155 0.19031 0.16993
*
```